Formula: C22H23MoN4O8P2S4
Source: the OMol25 dataset
Level of theory: ωB97M-V/def2-TZVPD

```
64
Properties=species:S:1:pos:R:3:mulliken_charge:R:1
Mo 1.2241 -1.0900 0.5384 0.06
S 4.9695 0.9366 1.4559 -0.11
S 4.7707 -0.4184 -0.0867 -0.11
S 3.4968 -1.9353 0.5332 -0.19
S 3.6521 2.4462 1.1860 -0.30
P 0.8403 -2.3766 -2.7266 0.65
P 1.5071 0.6352 -2.2921 0.73
O -0.6281 -1.9335 -3.2853 -0.61
O 2.1840 1.6561 -3.1229 -0.87
O 1.9074 0.2674 -0.8805 0.02
O 2.5356 0.9113 3.7196 -0.61
O -0.0740 0.8712 -2.3032 -0.70
O 1.3013 -3.5976 -3.4146 -0.84
O 0.8465 -2.2868 -1.2224 -0.15
O -0.4542 0.6300 0.3551 -0.79
N 1.3116 -0.4915 -4.6652 -0.12
N -0.6348 -2.1118 0.8915 0.67
N 1.2192 0.5483 1.8178 0.95
N 1.3855 -2.1668 2.4037 0.64
C -1.2467 -4.4090 -0.7895 0.00
C -0.8109 -2.7787 1.9926 0.18
C 0.1533 2.5893 1.7818 0.31
C 3.2488 -1.2319 -3.3373 -1.74
C -2.7161 -5.5368 -2.3320 -0.43
C -3.5535 -4.4279 -2.3342 -0.55
C 0.4993 -3.3105 4.1639 -1.07
C 1.7834 -2.8970 4.4947 -0.85
C 1.8723 1.3531 2.8137 -0.24
C 1.7619 -0.9049 -3.2817 0.03
C -0.6805 3.6566 1.4966 -0.28
C 0.2714 -2.8382 2.8655 -0.36
C -1.5666 -5.5218 -1.5572 -0.71
C 0.2338 1.2248 1.2517 0.63
C -2.0745 -3.2928 -0.7911 0.39
C -1.7390 -2.0162 -0.0494 -1.40
C 2.2870 -2.1904 3.3904 -0.15
C 1.3676 3.8493 3.4420 -0.73
C 1.1783 2.6849 2.7205 -0.08
C -0.4762 4.8347 2.2001 -0.64
C -3.2333 -3.3176 -1.5670 -0.35
C 0.5332 4.9222 3.1636 -0.40
H 0.2885 -0.5157 -4.6995 0.34
H -1.7669 -3.2527 2.2060 0.41
H -4.4552 -4.4268 -2.9341 0.38
H -0.4090 0.8732 -1.3747 0.54
H -1.4897 -1.2514 -0.7832 -0.01
H -1.1016 5.6963 2.0037 0.39
H -2.6315 -1.6606 0.4765 0.92
H -0.1952 -3.8702 4.7710 0.46
H -1.4611 3.5727 0.7511 0.49
H -0.8960 -6.3710 -1.5644 0.38
H -2.9553 -6.4026 -2.9361 0.39
H 2.1617 3.9174 4.1731 0.44
H 3.5825 -1.5187 -2.3395 0.10
H 0.6687 5.8542 3.6989 0.38
H -3.8846 -2.4496 -1.5746 0.36
H 2.3064 -3.0642 5.4220 0.42
H -1.2804 -2.6430 -3.2030 0.32
H -0.3267 -4.3907 -0.2217 0.32
H 1.6993 -1.1107 -5.3752 0.36
H 1.6469 0.4820 -4.7716 0.40
H 3.2358 -1.6920 3.2840 0.42
H 3.8257 -0.3588 -3.6445 0.42
H 3.4216 -2.0818 -4.0016 0.48
```

**HOMO (spin up / spin down)**: -0.1261 / -0.1266 Eh
**Net charge**: -1
**Orbital gap (spin up / spin down)**: 0.204 / 0.198 hartree
**Energy above the lowest of the compared OMol25 structures with the same formula, charge and spin**: 99.5 kJ/mol
**Expectation value of S²**: 2.0276
**2S+1**: 3